*a*
{"formula": "C3H4F2NPS", "method": "ωB97M-V/def2-TZVPD", "species": ["C", "C", "C", "N", "F", "F", "P", "S", "H", "H", "H", "H"], "positions_angstrom": [[-1.974, -0.428, 0.554], [0.860, 0.938, 0.162], [0.874, -0.326, 1.063], [0.004, 0.735, -1.100], [-2.029, 0.037, -2.433], [-0.706, -1.670, -1.678], [-1.240, -0.248, -1.094], [-0.851, -0.541, 1.696], [0.400, 1.884, 0.545], [1.890, 1.060, -0.212], [1.095, -1.241, 0.619], [1.678, -0.200, 1.879]], "e_homo_ev": [-9.07, -9.07], "lumo_energy_ha": [-0.05318, -0.05317]}

*b*
{"formula": "C3H4F2NPS", "method": "ωB97M-V/def2-TZVPD", "species": ["C", "C", "C", "N", "F", "F", "P", "S", "H", "H", "H", "H"], "positions_angstrom": [[-0.678, 1.086, -0.155], [1.313, -0.252, -0.311], [0.863, -1.467, 0.484], [0.479, 0.830, -0.395], [-2.630, 2.005, 1.196], [-2.953, 1.386, -0.982], [-1.952, 2.450, -0.211], [0.188, -2.719, -0.538], [2.304, 0.156, -0.088], [1.556, -0.601, -1.285], [1.526, -1.916, 1.139], [-0.015, -0.959, 1.144]], "e_homo_ev": [-9.48, -7.37], "lumo_energy_ha": [-0.02006, -0.07689]}

Which structure above is the least stable? It is *b*.